C10H16 | ωB97M-V/def2-TZVPD

Last column: natural (NBO) charge in e.
Cartesian coordinates (Å):
C -0.1005 -2.7366 0.0664  -0.42
C -0.4256 -2.7636 -1.4257  -0.60
C -0.2858 -1.3375 0.6607  0.00
C -1.5306 -0.9704 1.1179  -0.23
C 0.7770 -0.4145 0.5659  -0.22
C -1.6687 0.3086 1.6348  -0.20
C 0.6003 0.8924 1.0284  -0.20
C -0.6106 1.2114 1.6356  -0.23
H -0.8690 -3.3556 0.5448  0.20
H 0.8300 -3.1606 0.4504  0.21
H 0.1441 -1.9672 -1.9196  0.20
H -2.4264 -1.5783 1.1164  0.22
H 1.6575 -0.7804 0.0588  0.21
H -2.5701 0.7446 2.0535  0.21
H 1.3609 1.6339 0.8386  0.22
H -0.6584 2.1730 2.1321  0.21
H -1.4636 -2.4192 -1.4881  0.21
H -0.3137 -3.6911 -1.9602  0.21
C 0.9564 3.2643 -1.4802  -0.61
C 1.6044 2.0113 -2.2000  -0.61
H 0.2545 3.1215 -0.6590  0.21
H 1.8173 3.7276 -1.0138  0.19
H 0.5221 3.8569 -2.2820  0.20
H 0.8448 1.6615 -2.8971  0.20
H 1.7215 1.1881 -1.4977  0.20
H 2.5137 2.4303 -2.6087  0.21

Output
- DFT total energy (eV) = -10628.8634
- SMILES = CCc1ccccc1.CC
- strongest force on any atom (eV/Å) = 2.65
- energy relative to the best compared isomer or geometry (same formula, charge and spin) (kJ/mol) = 84.93


C21H30N4O2 | ωB97M-V/def2-TZVPD

Last column: natural (NBO) charge in e.
Cartesian coordinates (Å):
C -5.4063 -2.2706 -0.2565  -0.60
H -6.2948 -1.8930 0.2421  0.20
H -4.7571 -2.7124 0.4941  0.21
H -5.7051 -3.0419 -0.9619  0.21
C -4.6778 -1.1439 -0.9861  -0.22
N -4.2612 -0.1119 -0.0428  -0.47
C -2.8920 0.3358 -0.2064  -0.03
C -2.4580 1.3468 0.8634  -0.42
C -0.9433 1.2081 0.8627  -0.21
N -0.7370 -0.2086 0.6282  -0.43
C 0.3910 -0.8279 1.0227  0.69
O 1.3090 -0.2235 1.5452  -0.63
C 0.4219 -2.3327 0.7863  -0.50
H -0.3704 -2.8040 1.3716  0.23
C 1.7845 -2.8956 1.1889  -0.44
C 2.8258 -2.3600 0.2793  0.48
N 2.7850 -2.3187 -1.0123  -0.32
N 3.9345 -1.7418 -1.4260  -0.31
C 4.6179 -1.4581 -0.3671  0.47
O 3.9707 -1.8357 0.7570  -0.40
C 5.9254 -0.7653 -0.2809  -0.45
H 6.7047 -1.3929 -0.7193  0.23
H 6.1485 -0.6044 0.7748  0.23
C 5.8562 0.5770 -1.0296  -0.42
C 4.6885 1.3850 -0.5335  0.06
C 4.7607 2.0652 0.6749  -0.25
C 3.6670 2.7598 1.1584  -0.20
C 2.4863 2.7840 0.4375  -0.21
C 2.4064 2.1095 -0.7676  -0.19
C 3.4994 1.4126 -1.2493  -0.24
H 3.4291 0.8721 -2.1821  0.22
H 1.4897 2.1218 -1.3403  0.20
H 1.6325 3.3257 0.8175  0.21
H 3.7346 3.2802 2.1027  0.21
H 5.6814 2.0491 1.2424  0.20
H 5.7384 0.3748 -2.0944  0.22
H 6.7921 1.1165 -0.8709  0.21
H 1.7709 -3.9862 1.1251  0.23
H 2.0348 -2.5932 2.2062  0.25
H 0.2496 -2.5384 -0.2708  0.24
C -1.8987 -0.8221 0.0247  -0.22
H -1.6249 -1.3280 -0.9053  0.20
H -2.3535 -1.5527 0.7030  0.20
H -0.4668 1.4966 1.8008  0.23
H -0.4911 1.7917 0.0529  0.19
H -2.7758 2.3636 0.6472  0.22
H -2.8635 1.0377 1.8268  0.21
H -2.7069 0.7682 -1.2071  0.17
C -5.2456 0.9460 0.1048  -0.21
C -5.3333 1.9562 -1.0461  -0.64
H -6.1536 2.6447 -0.8613  0.22
H -5.5154 1.4552 -1.9942  0.20
H -4.4157 2.5321 -1.1333  0.20
H -5.0349 1.4809 1.0334  0.20
H -6.2151 0.4573 0.2236  0.20
H -5.3362 -0.7347 -1.7637  0.18
H -3.8025 -1.5558 -1.4895  0.19

Output
- DFT total energy (eV) = -32319.5386
- SMILES = CCN(CC)[C@H]1CCN(C(=O)CCc2nnc(CCc3ccccc3)o2)C1
- strongest force on any atom (eV/Å) = 1.46
- energy relative to the best compared isomer or geometry (same formula, charge and spin) (kJ/mol) = 52.49


C81H162N10O17 | ωB97M-V/def2-TZVPD

Last column: Mulliken charge in e.
Cartesian coordinates (Å):
C -4.4436 -13.6427 29.4867  -0.08
C -5.2229 -13.1631 28.2803  1.05
C -4.4390 -13.2686 26.9431  0.15
C -5.3488 -13.1764 25.7548  -0.61
C -6.4961 -14.2194 25.7586  -1.43
C -7.3542 -14.0465 27.0941  1.43
N -6.3899 -14.0525 28.2211  1.32
O -7.1467 -13.8952 29.4617  -0.59
C -8.1754 -12.7925 27.2019  -1.72
C -8.3253 -15.1811 27.3225  -1.92
C -5.6534 -11.6877 28.4759  -1.80
H -4.2464 -14.6981 29.2528  -0.98
H -5.1035 -13.4595 30.3517  0.68
H -3.5356 -13.0655 29.6648  -0.30
H -3.6649 -12.5104 26.9170  -0.21
H -3.9147 -14.2115 26.9814  -0.43
H -4.8284 -13.3715 24.7807  0.37
H -5.8508 -12.2037 25.6950  0.55
H -6.2247 -15.2606 25.7087  0.39
H -7.1538 -14.0549 24.9233  0.41
H -9.1059 -12.8616 26.6191  0.50
H -8.5586 -12.6766 28.2170  0.26
H -7.6278 -11.9255 26.8746  0.35
H -7.7712 -16.1009 27.5119  0.17
H -8.9508 -15.0429 28.2094  0.38
H -8.9749 -15.3000 26.4457  0.52
H -6.4801 -11.6623 29.2244  0.25
H -6.0423 -11.3650 27.5304  0.31
H -4.8450 -11.1186 28.9245  0.47
H -7.2792 -14.7896 29.8098  0.27
C -3.5388 -19.8988 31.9581  -0.55
C -4.6135 -20.8192 32.5552  2.10
C -4.0986 -22.1832 33.1004  -1.46
C -3.2124 -22.0295 34.2836  1.20
C -3.9887 -21.3530 35.3901  -1.64
C -4.5369 -19.9440 35.0170  1.92
N -5.2269 -20.1433 33.7219  0.00
O -5.6714 -18.8642 33.3173  -0.16
C -5.6527 -19.6108 36.0769  -1.91
C -3.4927 -18.8444 34.9809  -0.33
C -5.7327 -21.1216 31.4933  -1.92
H -3.9825 -18.8995 31.8957  -0.70
H -3.1810 -20.3074 30.9995  1.04
H -2.7370 -19.8477 32.7014  -0.54
H -5.0135 -22.6660 33.4642  0.33
H -3.6696 -22.7691 32.2587  0.50
H -2.3633 -21.4200 33.9528  -1.37
H -2.8552 -23.0117 34.6435  0.51
H -3.3350 -21.2553 36.2532  0.47
H -4.8691 -21.9871 35.6911  0.27
H -6.1480 -18.6553 35.8598  0.25
H -6.3680 -20.4541 36.0180  0.50
H -5.1811 -19.5329 37.0461  0.41
H -2.5852 -19.2371 34.5264  -0.99
H -3.8785 -17.9837 34.4042  -0.50
H -3.1754 -18.5360 35.9739  0.97
H -6.0262 -20.2005 31.0000  0.10
H -6.5462 -21.5021 32.1035  0.52
H -5.3158 -21.8689 30.8227  0.46
H -6.6196 -18.9027 33.1081  0.26
C 7.3998 -17.5274 32.7289  -1.96
C 6.0717 -18.1057 33.2483  1.77
C 4.9392 -17.0763 33.3846  -1.71
C 4.2781 -16.7980 32.0625  1.17
C 3.7884 -18.0417 31.3688  0.70
C 4.8396 -19.1312 31.1884  2.28
N 5.5218 -19.2208 32.5539  0.19
O 6.5383 -20.2727 32.4501  -0.53
C 4.3686 -20.5208 30.8965  -1.22
C 5.8755 -18.7784 30.1258  -2.00
C 6.3561 -18.6353 34.7034  -2.08
H 8.0550 -18.3549 32.4290  0.42
H 7.8682 -16.9041 33.4880  0.48
H 7.2028 -16.8939 31.8442  0.28
H 4.2368 -17.6307 34.0401  0.10
H 5.4047 -16.3117 33.9861  0.76
H 4.9418 -16.2436 31.3615  0.41
H 3.4500 -16.0467 32.2163  -1.33
H 3.4149 -17.7804 30.3708  -0.71
H 2.9074 -18.4447 31.8414  -0.55
H 4.0803 -20.9957 31.8554  0.38
H 3.4847 -20.5451 30.2377  -0.13
H 5.1575 -21.1128 30.4497  0.40
H 5.5993 -19.1278 29.1371  0.45
H 6.1214 -17.7196 30.0767  0.26
H 6.7880 -19.3147 30.3797  0.48
H 7.3662 -19.0928 34.7248  0.51
H 5.5844 -19.3396 35.0961  0.33
H 6.3763 -17.7841 35.4131  0.45
H 6.4335 -20.8150 33.2609  0.34
C -0.1850 -10.5374 35.6442  -2.08
C 0.8385 -11.5319 34.9790  2.14
C 2.2693 -10.9735 35.0333  -1.48
C 3.3382 -11.9918 34.7103  0.78
C 3.1920 -13.2177 35.6001  -0.90
C 1.8287 -13.8457 35.4857  1.61
N 0.7864 -12.7974 35.7019  0.47
O -0.5329 -13.2965 35.8000  -0.49
C 1.6117 -14.5634 34.1133  0.41
C 1.7190 -14.9452 36.5807  -2.35
C 0.5014 -11.7558 33.4791  0.34
H 0.0611 -10.4342 36.7086  0.46
H -1.1928 -10.9484 35.5509  0.25
H -0.1151 -9.5869 35.1481  0.43
H 2.2358 -10.1948 34.2579  0.53
H 2.4594 -10.5211 36.0050  0.27
H 4.3344 -11.5552 34.7786  0.54
H 3.2600 -12.2513 33.6467  -0.92
H 3.4749 -12.9059 36.6423  0.28
H 3.8893 -14.0368 35.3303  0.14
H 2.1915 -15.4885 34.1669  0.59
H 0.5602 -14.7932 33.9225  -0.20
H 2.0286 -13.9740 33.2788  -0.77
H 1.8265 -14.5166 37.5508  0.60
H 0.8046 -15.4754 36.4022  0.20
H 2.4882 -15.6982 36.3277  0.35
H 0.1802 -10.8330 32.9801  0.95
H -0.4038 -12.3643 33.4635  -0.64
H 1.2758 -12.2735 32.9548  -1.12
H -0.6982 -13.7824 34.9987  0.25
C 1.0237 -14.6413 27.0991  -1.26
C 0.8682 -15.2249 28.4917  2.61
C 0.1759 -14.1343 29.3690  0.52
C -0.3454 -14.6645 30.7319  1.24
C -1.1400 -15.9287 30.5928  0.68
C -0.4936 -16.9950 29.7347  2.78
N -0.0294 -16.3644 28.4452  0.85
O 0.5235 -17.3587 27.6360  0.28
C 0.5848 -17.8066 30.4909  0.39
C -1.5754 -17.9744 29.4066  -0.02
C 2.2352 -15.4963 29.1090  -0.61
H 1.8189 -15.1533 26.4755  0.05
H 1.3027 -13.5542 27.1150  -0.21
H 0.1411 -14.7161 26.5095  -0.07
H 0.8766 -13.3033 29.6012  -1.30
H -0.6841 -13.7814 28.7753  -0.29
H -0.9448 -13.9259 31.2283  0.20
H 0.4549 -14.8928 31.4689  -1.38
H -2.1164 -15.7718 30.0996  -0.97
H -1.3008 -16.4082 31.5627  -0.38
H 1.3302 -17.0985 30.9257  -0.76
H 0.1473 -18.2696 31.3350  -0.15
H 1.1080 -18.5909 29.9307  0.22
H -2.1693 -18.2239 30.3528  -0.65
H -2.2702 -17.4450 28.6986  -0.83
H -1.1793 -18.8987 28.9803  -0.46
H 2.6693 -16.4480 28.7046  -0.57
H 2.3665 -15.4370 30.1847  -0.66
H 2.9213 -14.7771 28.6641  0.77
H 1.3590 -17.7971 28.0146  -0.43
C -1.6379 -15.0599 24.2822  -1.73
C -2.4131 -15.7150 25.4146  1.28
C -2.2088 -17.2319 25.5473  0.85
C -2.6678 -17.9017 24.3374  0.07
N -3.1006 -18.3874 23.3962  -0.61
H -0.5643 -15.1588 24.3780  0.36
H -1.8874 -13.9778 24.1789  0.39
H -1.8674 -15.5484 23.3239  0.42
H -3.4862 -15.5099 25.2623  0.24
H -2.1121 -15.3757 26.4319  -0.65
H -2.7739 -17.5774 26.4251  -0.01
H -1.1414 -17.4488 25.6662  -0.34
C 1.9157 -7.3934 26.0849  -0.86
C 2.6827 -7.8828 24.8319  -0.44
C 1.7483 -8.6208 23.8764  -0.44
C 1.2714 -9.8517 24.4609  0.29
N 0.8225 -10.8060 24.9462  -0.39
H 2.5611 -7.0129 26.8388  0.35
H 1.3626 -8.2175 26.5925  0.01
H 1.1966 -6.6402 25.7814  0.38
H 3.4937 -8.5707 25.1215  0.28
H 3.1010 -7.0608 24.3059  0.32
H 2.3665 -8.8914 23.0171  0.27
H 0.9788 -7.8904 23.6555  0.29
C -5.8037 -14.1357 34.1705  -1.10
C -5.4324 -15.6176 33.9031  -0.76
C -4.2644 -15.7428 32.8906  1.74
C -3.0015 -15.2285 33.4809  -0.15
N -2.1268 -14.7558 34.0158  -0.52
H -6.6203 -14.0916 34.9134  0.47
H -6.2195 -13.7161 33.2255  0.18
H -4.9941 -13.4966 34.5266  0.19
H -6.3245 -16.0437 33.4817  0.39
H -5.2596 -16.1047 34.8501  0.33
H -4.4716 -15.1682 31.9960  -0.10
H -4.0496 -16.7669 32.5357  -0.73
C -0.3740 -20.2724 26.1354  -1.05
C 0.1698 -21.1631 27.2711  0.14
C 1.6743 -21.2482 27.2477  -0.65
C 2.3971 -19.9757 27.4365  0.25
N 3.0265 -19.0186 27.6087  -0.44
H 0.0673 -20.5997 25.1782  0.42
H -0.2555 -19.1951 26.2876  -0.03
H -1.4555 -20.4283 26.0920  0.42
H -0.2112 -22.1867 27.0872  0.45
H -0.3073 -20.9254 28.2326  -0.28
H 1.9773 -21.6185 26.2755  0.46
H 2.0587 -21.9434 28.0268  0.31
C 3.9885 -10.6154 28.5621  -1.42
C 2.5828 -11.1080 28.9619  0.67
C 2.4026 -11.3713 30.4710  0.72
C 3.3373 -12.4697 30.9216  0.34
N 4.1049 -13.2744 31.1796  -0.62
H 4.7135 -11.4381 28.6506  0.35
H 4.2651 -9.8079 29.2296  0.40
H 4.0032 -10.2419 27.5188  0.29
H 2.2568 -12.0161 28.4629  -0.58
H 1.8469 -10.3381 28.7325  0.13
H 1.3475 -11.5948 30.6873  -1.14
H 2.6554 -10.4782 31.0706  1.04
C -3.1732 -12.0837 32.7469  0.94
C -3.0669 -10.7037 32.1227  -0.84
O -3.0785 -10.7443 30.6754  -0.33
C -1.9336 -10.7620 29.9534  0.72
O -0.8282 -10.8456 30.4595  -0.52
O -2.2204 -10.7005 28.6303  -0.37
C -1.1357 -10.6427 27.7368  -0.45
H -4.1741 -12.5222 32.5699  0.00
H -3.0311 -12.0124 33.8415  0.38
H -2.4259 -12.8030 32.4205  -1.21
H -2.2146 -10.0448 32.2919  0.40
H -3.9083 -10.0513 32.2934  0.37
H -0.2494 -11.1877 28.1636  -0.06
H -0.8299 -9.6178 27.6074  0.40
H -1.4109 -11.0498 26.7964  0.38
C 9.1316 -15.2301 22.7690  -1.23
C 7.9957 -14.5650 23.5321  -0.21
O 7.0106 -15.6009 23.8108  -0.32
C 5.9816 -15.2559 24.6396  0.62
O 5.7656 -14.1460 25.0971  -0.57
O 5.2084 -16.3339 24.8582  -0.36
C 4.2523 -16.0836 25.8747  -0.52
H 9.9748 -14.5524 22.7015  0.38
H 8.8623 -15.5007 21.7832  0.34
H 9.4186 -16.1528 23.2718  0.31
H 7.4920 -13.7640 23.0460  0.34
H 8.4063 -14.1477 24.4511  0.30
H 4.7058 -16.1707 26.8623  0.27
H 3.5815 -16.9318 25.8285  0.26
H 3.7129 -15.1138 25.7577  0.53
C -10.6956 -18.8319 29.1798  -1.28
C -9.6814 -18.0561 29.9993  -0.02
O -8.3922 -18.5757 29.6536  -0.37
C -7.3072 -17.7224 29.8747  0.67
O -7.3169 -16.7296 30.5525  -0.67
O -6.2704 -18.2144 29.2062  -0.59
C -5.0908 -17.4066 29.2280  0.53
H -10.5318 -19.8643 29.4366  0.31
H -10.4929 -18.6946 28.1119  0.30
H -11.6533 -18.6036 29.5561  0.42
H -9.8289 -18.0768 31.0922  0.30
H -9.6462 -16.9757 29.7810  0.16
H -4.7894 -17.1411 30.2610  0.01
H -5.2512 -16.4385 28.7688  0.01
H -4.3501 -17.9572 28.7028  0.21
C 0.7698 -21.6966 31.5475  -0.72
C 0.1807 -21.4566 32.9401  -0.27
O -0.1565 -20.0293 33.0782  -0.03
C -0.0680 -19.4530 34.3121  -0.27
O 0.3382 -20.0001 35.3111  -0.60
O -0.3043 -18.2054 34.2492  0.83
C -0.3450 -17.5803 35.5352  -0.93
H 0.0420 -21.5943 30.7284  0.18
H 1.1738 -22.7018 31.4459  0.50
H 1.5045 -20.9388 31.3120  -0.17
H 0.9083 -21.7597 33.6473  0.48
H -0.7559 -21.9227 33.2060  0.13
H -0.6905 -18.3319 36.2560  0.53
H -1.0029 -16.7336 35.4303  0.34
H 0.6457 -17.2843 35.8642  -0.04

Output
- DFT total energy (eV) = -136326.9323
- strongest force on any atom (eV/Å) = 3.76


C3H10O3 | ωB97M-V/def2-TZVPD

Last column: natural (NBO) charge in e.
Cartesian coordinates (Å):
C -1.4772 0.6100 -1.7840  -0.68
C -0.9804 -0.2140 -0.6097  -0.29
C 0.2627 0.0485 0.0157  0.14
O 0.5543 -0.5194 1.2494  -0.74
H -2.5382 1.0897 -1.7058  0.22
H -0.8568 1.4580 -2.1575  0.22
H -1.7220 -0.0085 -2.7269  0.22
H -1.7665 -0.5376 0.1183  0.21
H 1.2504 0.3895 -0.6408  0.17
H 0.6595 -1.4420 1.0834  0.51
H 0.7494 3.1336 0.7490  0.48
H -0.5906 2.7703 -0.0303  0.48
O -0.0418 3.4554 0.3272  -0.96
H 0.6860 -3.8634 0.5983  0.49
H 2.2435 -3.5064 0.5632  0.49
O 1.3694 -3.2047 0.7255  -0.97

Output
- DFT total energy (eV) = -9413.5369
- SMILES = C/C=C/O.O.O
- strongest force on any atom (eV/Å) = 4.34
- energy relative to the best compared isomer or geometry (same formula, charge and spin) (kJ/mol) = 192.59


Q: Which of these has the highest DFT total energy?
A: C3H10O3